C20H21N5O2S in the gas phase. Source: the Open Molecules 2025 dataset; level of theory: ωB97M-V/def2-TZVPD.

As for the total energy: -1596.5420 a.u. The calculation puts the orbital gap at 8.05 eV. The HOMO energy comes out at -8.41 eV. The value obtained for the lowest unoccupied orbital energy is -0.36 eV.

```
49
Properties=species:S:1:pos:R:3:forces:R:3
C -4.228 -3.813 3.790 -1.131 2.316 -2.306
C -5.451 -3.482 2.764 3.338 -2.877 -1.910
C -5.415 -2.081 2.537 0.691 7.164 -3.404
O -6.168 -1.197 2.934 0.835 -2.220 0.296
N -4.370 -1.507 1.466 -2.199 -1.310 2.953
C -3.853 -0.186 1.247 1.145 -3.984 0.034
C -4.487 1.062 1.718 -2.664 -14.100 3.274
C -4.122 2.018 1.116 3.086 15.365 -1.473
C -2.985 2.154 0.304 -3.746 7.429 2.077
C -2.404 1.085 -0.019 5.130 -6.172 -2.954
C -2.656 -0.337 0.493 -2.047 6.095 -0.743
H -2.163 -1.193 0.005 -0.985 0.434 0.743
N -1.341 1.296 -1.007 1.517 -4.253 2.821
C -0.201 0.298 -1.111 -1.343 10.743 -7.150
N 0.567 0.965 -2.120 -1.870 1.441 4.379
N 0.151 2.326 -2.077 -2.474 -1.100 -0.639
N -1.067 2.515 -1.495 4.928 -3.173 -1.224
S 0.039 -1.181 -0.639 -0.317 -6.006 2.439
C 1.626 -1.704 -1.266 2.035 11.480 0.492
H 1.810 -2.610 -1.371 0.454 -8.452 -1.256
C 2.750 -1.259 -0.307 0.843 -2.758 10.069
O 2.801 -1.698 1.022 -1.473 1.346 -7.110
C 3.895 -0.414 -0.507 -0.062 1.197 -1.981
C 5.175 -0.477 0.186 -7.690 -5.713 0.637
C 6.155 0.001 -0.424 8.305 8.364 0.847
C 5.954 1.241 -1.201 0.041 2.614 -3.853
C 4.716 1.652 -1.922 3.867 -11.199 9.975
C 3.730 0.517 -1.487 0.962 6.299 -2.981
H 2.844 0.984 -1.947 -0.823 -2.083 0.348
C 4.578 2.668 -2.782 -1.714 -3.448 -6.787
H 3.594 2.535 -3.166 -1.113 1.118 -0.589
H 4.871 3.530 -2.521 1.527 6.692 2.265
H 5.241 2.425 -3.660 -0.440 0.280 0.347
C 7.176 2.242 -1.643 1.459 -12.562 6.140
H 8.092 1.888 -1.046 -1.223 0.961 -0.241
H 7.459 1.929 -2.500 1.382 -1.159 -6.554
H 6.940 3.087 -1.455 -2.701 10.878 1.783
H 7.153 0.216 0.432 -2.265 -1.319 -3.193
H 5.192 -1.340 0.804 0.415 -0.136 1.305
H 1.990 -1.044 -2.119 -1.355 -1.307 0.121
H -2.746 3.298 0.176 0.149 -2.959 -0.627
H -4.454 3.064 1.718 0.347 -2.280 -2.395
H -5.332 0.839 2.283 -1.139 0.434 1.312
H -3.653 -2.171 1.265 0.208 -0.557 -0.203
H -5.077 -4.061 1.708 -1.764 1.481 2.840
H -6.444 -3.698 3.159 0.276 -0.574 -0.168
H -4.340 -4.815 3.923 -0.295 -2.849 1.198
H -4.491 -3.194 4.655 1.066 -0.346 0.094
H -3.228 -3.739 3.264 -1.173 0.768 0.952
```
Positions in Å, forces in eV/Å.

A molecular structure, C20H21N9O5Sr. Source: the Open Molecules 2025 dataset; level of theory: ωB97M-V/def2-TZVPD.

As for the total energy: -1674.4719 a.u. The calculation puts the orbital gap at 5.58 eV. The HOMO energy comes out at -6.20 eV. The value obtained for the lowest unoccupied orbital energy is -0.62 eV.

```
56
Properties=species:S:1:pos:R:3:forces:R:3
Sr -0.074 0.013 0.315 0.005 -0.471 0.364
O -1.472 -3.436 -1.862 0.020 0.027 -0.102
C -1.326 -2.716 -0.860 -0.071 0.042 0.131
N -1.825 -1.529 -0.551 0.446 0.247 0.312
C -2.777 -0.864 -1.351 -0.244 -0.045 -0.082
C -3.643 -1.580 -2.182 0.027 0.143 -0.065
C -4.640 -0.947 -2.907 0.001 -0.102 -0.012
C -4.785 0.423 -2.815 -0.020 0.090 -0.003
C -3.949 1.161 -1.991 -0.015 -0.100 -0.034
C -2.940 0.553 -1.233 -0.207 -0.035 -0.117
N -2.109 1.266 -0.346 0.334 -0.193 0.066
C -2.150 2.590 -0.226 -0.018 -0.014 0.121
O -2.838 3.449 -0.791 -0.042 -0.050 -0.091
C -1.186 3.171 0.828 -0.052 0.027 0.102
C -1.213 4.551 1.021 0.025 0.044 0.022
C -0.406 5.123 1.984 -0.024 -0.036 -0.038
C 0.421 4.305 2.745 0.029 -0.093 0.018
C 0.400 2.947 2.486 0.045 0.178 0.030
N -0.378 2.392 1.557 0.014 -0.370 -0.288
C -0.416 -3.325 0.225 -0.128 -0.158 -0.033
C -0.291 -4.715 0.223 0.027 0.009 0.050
C 0.475 -5.333 1.190 -0.041 0.025 -0.055
C 1.121 -4.549 2.137 0.017 0.091 0.034
C 0.965 -3.178 2.055 0.099 -0.131 0.027
N 0.224 -2.573 1.128 -0.233 0.319 -0.154
H -3.511 -2.647 -2.258 -0.007 -0.011 0.001
H -5.295 -1.533 -3.541 -0.005 0.005 -0.006
H -5.555 0.935 -3.381 -0.007 -0.003 -0.006
H -4.069 2.227 -1.914 -0.007 0.005 -0.003
H -1.884 5.124 0.399 -0.001 0.011 0.004
H -0.420 6.193 2.149 -0.004 0.009 -0.002
H 1.060 4.705 3.519 0.004 0.002 0.003
H 1.035 2.268 3.048 0.007 0.003 0.007
H -0.811 -5.262 -0.550 0.003 -0.011 0.004
H 0.568 -6.412 1.212 0.003 -0.007 0.006
H 1.724 -4.984 2.922 0.004 -0.006 0.002
H 1.453 -2.529 2.776 0.000 0.002 0.014
N 2.980 -0.264 1.995 -0.044 -0.023 0.002
N 3.787 0.827 1.656 -0.073 -0.007 -0.012
C 3.410 1.626 0.613 0.183 0.047 0.263
N 4.231 2.649 0.342 -0.019 -0.069 0.029
N 2.311 1.263 -0.004 -0.001 0.339 -0.162
N 1.775 2.096 -0.969 0.047 -0.376 0.184
O 0.798 1.597 -1.498 -0.079 0.567 -0.426
O 2.215 3.199 -1.229 0.119 0.024 -0.090
H 3.005 -0.387 2.998 -0.011 0.010 0.015
H 3.285 -1.115 1.534 0.019 0.002 -0.013
H 4.774 0.774 1.857 0.027 0.009 -0.032
H 4.916 2.912 1.029 0.010 0.013 -0.007
H 3.918 3.335 -0.327 -0.060 -0.023 -0.035
C 1.752 -2.584 -2.156 0.093 -0.014 0.021
O 1.194 -1.297 -1.881 -0.200 0.055 0.041
H 2.194 -2.605 -3.154 0.011 0.000 0.018
H 1.001 -3.370 -2.075 -0.004 0.017 -0.023
H 2.539 -2.753 -1.421 -0.009 -0.010 0.002
H 0.435 -1.189 -2.469 0.005 -0.006 0.000
```
Positions in Å, forces in eV/Å.

A molecular structure, C20H22AsBiF6IN5O10S5. Source: the Open Molecules 2025 dataset; level of theory: ωB97M-V/def2-TZVPD.

As for the total energy: -7139.8504 a.u. The calculation puts the orbital gap at 7.48 eV. The HOMO energy comes out at -4.13 eV. The total charge is -2. The value obtained for the lowest unoccupied orbital energy is 3.36 eV.

```
71
Properties=species:S:1:pos:R:3:forces:R:3
Bi 0.830 -0.052 0.676 -0.082 0.064 0.073
C -2.012 1.849 -6.937 -0.003 0.001 0.000
C -1.863 1.909 -5.441 0.001 -0.003 0.002
C -2.455 2.930 -4.706 0.002 -0.002 0.011
C -2.307 2.993 -3.328 -0.035 0.001 0.007
C -1.557 2.020 -2.694 0.041 -0.052 0.020
C -0.957 0.984 -3.399 0.007 0.035 -0.007
C -1.117 0.940 -4.772 0.007 -0.016 -0.011
S -1.396 2.060 -0.936 0.073 0.122 0.083
O -1.780 3.360 -0.477 -0.009 -0.008 -0.012
O -2.275 0.921 -0.517 -0.034 -0.146 -0.003
N 0.067 1.624 -0.599 -0.087 0.012 -0.048
C 1.163 2.414 -1.155 -0.039 -0.045 -0.131
C 2.388 1.524 -1.406 0.267 0.159 0.464
O 3.316 1.963 -2.059 -0.075 -0.039 -0.181
O 2.384 0.363 -0.820 -0.037 -0.035 -0.153
H -2.787 2.533 -7.284 0.002 -0.001 0.001
H -2.274 0.841 -7.263 -0.001 0.001 -0.001
H -1.076 2.120 -7.432 0.001 0.000 0.000
H -3.049 3.680 -5.214 0.000 -0.001 0.004
H -2.775 3.771 -2.741 -0.002 -0.002 0.000
H -0.380 0.230 -2.875 -0.017 -0.021 0.010
H -0.657 0.134 -5.332 0.000 0.002 -0.002
H 1.462 3.216 -0.477 0.029 -0.032 -0.021
H 0.891 2.859 -2.114 -0.018 0.019 -0.002
F -7.136 0.406 -0.178 -0.014 -0.012 -0.008
C -6.308 1.528 0.060 0.015 0.017 0.004
F -6.499 1.731 1.448 -0.002 -0.004 -0.003
F -7.093 2.574 -0.490 -0.008 0.017 -0.005
S -3.029 0.448 1.191 -0.034 0.069 0.004
O -3.342 -0.911 0.881 -0.009 -0.031 -0.005
O -5.149 1.454 -0.330 0.031 -0.010 -0.016
N -1.520 0.491 1.852 0.111 0.042 -0.009
S -1.422 0.775 3.407 0.006 -0.015 -0.026
O -0.123 0.385 3.871 -0.003 -0.001 0.005
O -2.600 0.380 4.127 -0.018 0.011 0.018
C -1.446 2.617 3.526 0.005 -0.009 0.014
F -2.591 3.081 3.026 -0.059 0.014 -0.018
F -1.369 2.987 4.813 0.006 -0.005 0.042
F -0.439 3.173 2.869 0.027 0.010 -0.017
I 6.795 1.527 0.896 0.005 0.006 -0.004
C 5.311 0.483 1.919 -0.019 0.023 -0.014
C 5.097 0.699 3.270 -0.007 0.016 0.005
C 4.083 -0.012 3.888 -0.010 -0.023 0.003
C 3.326 -0.893 3.132 0.017 0.048 -0.072
N 3.523 -1.086 1.827 0.018 0.007 0.047
C 4.499 -0.402 1.229 -0.049 -0.045 -0.006
H 5.686 1.424 3.814 -0.004 -0.004 0.003
H 3.852 0.141 4.933 0.000 0.004 -0.001
H 2.500 -1.439 3.572 -0.043 -0.028 0.002
H 4.604 -0.539 0.161 -0.006 0.013 -0.008
O 3.300 3.486 2.547 0.013 -0.019 -0.018
C 2.606 2.597 2.147 0.034 -0.017 0.115
N 1.921 1.705 1.777 -0.034 0.016 -0.156
O -0.988 -3.607 -1.972 0.036 -0.050 -0.088
S -0.980 -2.541 -0.959 -0.070 0.341 -0.164
N -0.029 -1.422 -1.113 0.028 -0.098 0.120
C 1.618 -5.786 2.613 -0.006 0.004 0.012
As 0.745 -4.383 1.599 0.076 -0.082 -0.100
C -0.711 -5.315 0.732 -0.040 -0.047 0.090
C 2.062 -3.967 0.246 0.028 0.001 0.032
S 0.152 -2.787 2.787 0.010 -0.026 0.077
H 1.903 -6.611 1.959 -0.005 0.007 -0.006
H 0.929 -6.134 3.380 0.003 0.001 -0.004
H 2.501 -5.362 3.089 0.003 0.001 -0.001
H -0.364 -5.819 -0.168 -0.013 0.041 -0.008
H -1.476 -4.587 0.472 0.036 -0.169 0.057
H -1.116 -6.036 1.441 0.003 -0.006 0.043
H 3.032 -3.895 0.737 -0.003 0.031 0.018
H 1.827 -3.007 -0.207 -0.021 -0.037 -0.067
H 2.073 -4.741 -0.520 -0.025 -0.012 0.012
```
Positions in Å, forces in eV/Å.

A molecular structure, C20H22Br2N2PtSi2. Source: the Open Molecules 2025 dataset; level of theory: ωB97M-V/def2-TZVPD.

As for the total energy: -6730.5091 a.u. The calculation puts the orbital gap (alpha / beta) at 6.14 / 4.95 eV. The HOMO energy (alpha / beta) comes out at -12.21 / -14.92 eV. Its expectation value of S² is 6.06. The total charge is +2. The value obtained for the lowest unoccupied orbital energy (alpha / beta) is -6.07 / -9.97 eV. As for the spin multiplicity: 5.

```
49
Properties=species:S:1:pos:R:3:forces:R:3
Pt 0.246 0.230 -0.058 -0.017 -0.089 -0.052
C -2.932 1.269 -0.854 0.008 0.007 0.001
Si -1.865 -0.265 -0.956 -0.048 0.037 0.026
C -1.722 -0.978 -2.677 0.030 -0.013 0.002
C -2.781 -1.588 0.074 0.003 -0.019 0.018
C -4.036 -2.089 -0.245 0.025 0.037 -0.033
C -4.614 -3.040 0.573 0.010 -0.027 0.045
C -3.929 -3.519 1.749 0.006 0.013 -0.012
C -2.686 -3.036 2.078 -0.030 -0.042 0.034
C -2.087 -2.073 1.264 -0.006 0.030 -0.057
Si -0.368 -1.309 1.605 -0.022 0.042 0.048
C -0.552 -0.407 3.235 -0.002 -0.002 0.001
C 0.809 -2.759 1.674 0.009 -0.010 -0.027
H -3.921 1.068 -1.272 0.001 -0.009 -0.005
H -2.508 2.108 -1.409 -0.007 -0.002 0.004
H -3.069 1.595 0.179 -0.001 -0.001 -0.002
H -2.718 -1.192 -3.073 -0.004 -0.001 0.006
H -1.157 -1.912 -2.677 -0.004 -0.002 -0.004
H -1.235 -0.299 -3.378 0.011 0.016 0.009
H -4.570 -1.746 -1.122 -0.003 -0.002 0.001
H -5.592 -3.444 0.346 -0.002 0.007 -0.010
H -4.418 -4.265 2.362 0.008 0.000 0.005
H -2.184 -3.407 2.963 0.003 0.002 0.000
H -0.833 -1.106 4.027 0.002 -0.008 -0.004
H -1.323 0.363 3.183 0.001 -0.002 0.000
H 0.376 0.079 3.543 -0.005 0.000 0.002
H 0.501 -3.452 2.461 -0.005 0.001 0.000
H 1.835 -2.460 1.891 0.000 0.022 -0.004
H 0.820 -3.309 0.731 0.001 -0.005 0.004
Br 6.673 2.075 1.700 0.010 0.003 0.005
C 4.926 1.593 1.256 -0.020 0.001 -0.021
C 4.187 0.766 2.118 -0.008 -0.007 0.008
C 2.882 0.398 1.743 -0.007 -0.019 0.009
N 2.279 0.780 0.645 0.008 0.039 -0.029
C 2.980 1.647 -0.227 0.013 -0.008 0.016
C 4.348 2.027 0.102 0.008 0.004 0.005
C 2.332 2.105 -1.338 -0.007 0.005 -0.021
C 2.951 3.014 -2.294 0.001 0.009 -0.007
C 2.239 3.492 -3.352 0.006 -0.016 0.022
Br 3.011 4.664 -4.582 0.003 0.008 -0.008
C 0.905 3.087 -3.513 -0.013 -0.004 0.000
C 0.359 2.182 -2.584 -0.019 -0.010 -0.007
N 0.997 1.687 -1.553 0.045 0.010 0.038
H 4.601 0.402 3.046 0.005 0.003 -0.001
H 2.325 -0.254 2.404 0.002 -0.004 -0.003
H 4.908 2.659 -0.567 0.004 0.004 -0.002
H 3.977 3.317 -2.164 0.004 0.003 0.001
H 0.299 3.443 -4.333 0.004 0.003 -0.002
H -0.665 1.859 -2.724 -0.002 -0.007 -0.004
```
Positions in Å, forces in eV/Å.